Here is a single C7H18O3Si2 molecule in a non-equilibrium geometry from the Open Molecules 2025 dataset. Energies are from the ωB97M-V functional and the def2-TZVPD basis.

Properties
LUMO level: 0.7400 eV
Orbital gap: 9.212 eV
SMILES: CO[Si]1(OC)CCCO[Si]1(C)C
HOMO: -8.47 eV

Cartesian coordinates (Å):
H  2.814  0.941  2.394
H  2.097  -0.519  3.117
C  3.088  1.052  -1.572
H  -0.772  -3.727  -0.120
H  3.543  1.381  -0.581
H  -1.598  1.476  2.362
O  -1.999  -0.569  0.309
O  2.053  0.068  -1.454
C  -2.262  1.695  -1.643
C  -0.718  -2.594  0.101
H  -2.390  2.403  1.018
H  -2.797  -2.261  0.313
H  -2.230  -1.871  -1.281
H  -2.052  1.657  -2.644
H  0.937  0.686  2.492
H  -0.537  -2.712  1.234
O  2.056  -0.492  1.173
H  -0.684  2.599  1.547
Si  1.091  -0.315  -0.232
H  -3.355  1.421  -1.361
H  -2.081  2.725  -1.396
C  -1.436  1.869  1.363
H  2.688  1.964  -1.964
Si  -1.131  0.783  -0.163
H  0.203  -2.108  -1.680
C  1.937  0.261  2.373
H  1.186  -2.861  -0.509
C  -2.018  -1.830  -0.155
H  3.917  0.919  -2.404
C  0.449  -2.039  -0.638

Per-atom Mulliken charges, elementary charge units: 0.210, 0.247, -0.679, 0.357, 0.255, 0.412, -0.234, -0.238, -1.262, -0.574, 0.274, 0.424, 0.237, 0.447, 0.216, 0.215, -0.369, 0.441, 0.336, 0.278, 0.348, -1.303, 0.311, 0.456, 0.409, -0.554, 0.390, -0.534, 0.243, -0.760

***

Here is a molecular structure, C34H34CaN5O3PS3Te in a non-equilibrium geometry from the Open Molecules 2025 dataset. Energies are from the ωB97M-V functional and the def2-TZVPD basis.

Properties
LUMO level: 3.8120 eV
Orbital gap: 6.310 eV
Charge: -2
HOMO: -2.50 eV

Cartesian coordinates (Å):
C  -1.183  2.358  -0.011
H  3.822  3.626  4.315
C  4.317  -0.564  0.157
C  2.029  1.582  3.504
C  -2.526  -1.631  0.379
C  -3.255  -3.084  -6.585
C  -0.714  0.996  4.005
H  4.284  0.018  4.472
C  -4.304  -1.097  1.921
P  -1.111  -2.519  -4.044
H  -2.431  0.380  -2.474
H  -6.294  -1.631  1.454
H  -0.414  3.928  2.853
C  -2.983  -1.032  1.569
H  -3.748  -2.951  -7.560
C  4.264  2.624  4.297
Te  0.563  -3.425  -5.350
H  -5.643  -2.765  -0.647
C  4.205  0.292  3.395
H  4.793  2.433  1.732
H  3.328  3.357  1.875
S  -2.395  0.548  3.906
H  5.202  0.347  2.965
C  -2.527  -1.787  -6.212
H  -2.556  -3.854  -6.732
N  5.865  -2.059  1.550
H  -3.214  -0.955  -6.299
C  -1.275  -5.066  -1.921
S  2.073  0.280  -1.164
S  2.080  -2.106  0.718
O  -0.664  -1.699  -2.882
H  1.846  3.832  -1.885
C  0.730  3.864  -0.291
H  3.303  1.752  1.126
H  5.321  2.715  4.120
H  1.760  3.086  4.979
C  -0.016  0.458  2.908
C  -0.440  3.678  1.818
H  -1.760  -4.438  -1.159
C  1.334  0.684  2.695
H  -1.381  -5.375  -4.070
Ca  -0.249  -1.338  -0.590
C  3.758  2.329  1.902
C  -0.189  2.938  -0.829
C  5.029  0.528  -0.298
N  5.796  1.323  -0.569
C  0.630  4.175  1.040
H  4.153  2.297  5.329
C  -1.975  -4.940  -3.278
H  -2.816  1.017  -0.090
C  -2.008  -0.326  2.373
N  -0.054  2.672  -2.170
C  -1.776  1.069  -1.960
H  -2.950  -5.492  -3.299
N  -0.781  -0.295  2.040
C  -0.018  1.954  4.756
C  3.561  1.714  3.288
H  -2.204  2.488  1.946
C  -1.342  2.807  1.298
H  1.418  4.782  1.461
H  1.805  0.244  1.843
C  2.974  -0.829  -0.075
H  -4.631  -0.667  2.878
H  -0.503  2.509  5.554
C  -2.002  1.406  -0.681
C  1.273  2.273  4.469
H  2.545  4.637  -0.626
H  -3.290  -2.749  -1.343
O  -2.258  -3.573  -3.537
H  -0.776  1.596  -3.767
H  -3.956  -3.366  -5.834
N  1.668  4.433  -1.090
C  5.076  -1.511  0.908
C  -0.797  1.748  -2.698
H  -1.693  -1.651  -6.921
H  3.591  -0.391  2.842
H  -1.246  -6.120  -1.579
C  -3.551  -2.281  -0.377
C  -4.888  -2.293  -0.031
C  -5.269  -1.664  1.131
H  -0.251  -4.675  -1.959
O  -2.088  -1.578  -4.882

Per-atom Mulliken charges, elementary charge units: 1.247, 0.406, 0.425, -0.070, -0.272, -1.022, 0.772, 0.400, -0.441, -0.685, 0.364, 0.360, 0.487, 1.315, 0.385, -2.380, -0.347, 0.421, -1.664, 0.758, -0.048, -0.484, 0.452, -0.446, 0.273, -0.737, 0.307, -0.791, -0.335, -0.435, 0.022, 0.356, 0.308, -0.120, 0.447, 0.366, -0.939, -0.811, 0.073, 0.616, 0.356, 0.849, -1.206, -0.217, 0.273, -0.781, -0.589, 0.446, -0.416, 0.601, -0.019, -0.483, -0.037, 0.258, 0.220, -1.047, 2.679, 0.493, -0.593, 0.337, -0.226, 0.666, 0.233, 0.302, -1.057, -0.684, 0.272, 0.302, -0.149, 0.419, 0.240, -0.588, -0.108, -0.428, 0.361, 0.279, 0.400, -0.177, -0.925, -0.791, 0.201, -0.195

***

Here is a single C3HCl2NS molecule in a non-equilibrium geometry from the Open Molecules 2025 dataset. Energies are from the ωB97M-V functional and the def2-TZVPD basis.

Properties
Spin multiplicity: 3
LUMO level (spin up / spin down): 0.3242 / -3.5901 eV
Orbital gap (spin up / spin down): 8.378 / 7.678 eV
HOMO (spin up / spin down): -8.05 / -11.27 eV

Cartesian coordinates (Å):
C  1.128  0.316  0.394
S  2.322  -0.631  0.852
N  -1.847  -0.189  -2.167
C  -0.292  -0.136  0.395
C  -1.206  -0.041  -1.236
Cl  -0.361  -1.783  1.024
Cl  1.301  1.909  -0.329
H  -1.043  0.554  1.068

Per-atom Mulliken charges, elementary charge units: 0.231, -0.054, -0.355, 0.016, 0.142, -0.138, -0.138, 0.296

***

Here is 2 unconnected molecules or ions with the total composition CH4INO2S in a non-equilibrium geometry from the Open Molecules 2025 dataset. Energies are from the ωB97M-V functional and the def2-TZVPD basis.

Properties
LUMO level: -0.5710 eV
Orbital gap: 9.288 eV
HOMO: -9.86 eV

Cartesian coordinates (Å):
H  1.921  -0.681  0.210
S  -1.153  0.503  -1.158
O  -2.259  1.480  -1.925
H  2.156  -0.972  1.927
H  0.200  -2.178  2.009
N  0.507  -1.753  1.048
O  0.095  0.875  -1.753
H  -1.786  2.146  -2.283
I  -1.323  1.767  0.908
C  1.643  -1.189  1.018

Per-atom Mulliken charges, elementary charge units: 0.327, 0.527, -0.417, 0.227, 0.233, -0.437, -0.446, 0.321, -0.014, -0.320

***

Here is a single C3H7NO2S molecule in a non-equilibrium geometry from the Open Molecules 2025 dataset. Energies are from the ωB97M-V functional and the def2-TZVPD basis.

Properties
LUMO level: 0.6341 eV
Orbital gap: 9.831 eV
SMILES: N[C@@H](CS)C(=O)O
HOMO: -9.20 eV

Cartesian coordinates (Å):
H  -1.347  -2.424  -1.839
H  2.214  -0.189  0.079
O  -1.297  -1.835  -1.067
S  -0.329  1.840  1.701
N  1.461  -0.381  0.755
H  -0.670  3.115  1.622
C  -0.053  -1.170  -1.130
C  -0.458  0.961  0.146
O  0.621  -0.993  -2.129
H  1.478  0.323  1.536
H  0.123  1.550  -0.691
H  -0.408  -1.090  0.955
H  -1.478  0.855  -0.145
C  0.142  -0.561  0.208

Per-atom Mulliken charges, elementary charge units: 0.341, 0.261, -0.432, -0.304, -0.548, 0.136, 0.308, -0.593, -0.527, 0.251, 0.303, 0.319, 0.410, 0.075

***

Which formula does entry 1 have? C7H18O3Si2